1.
13 unconnected molecules or ions with the total composition C4H32NO14 in a non-equilibrium geometry, computed with ωB97M-V/def2-TZVPD.

Each line ends with the Mulliken charge.
CARTESIAN COORDINATES (ANGSTROEM)
C  -0.109  -0.633  1.448  -0.914
O  1.243  -0.565  1.009  -0.634
C  -1.220  0.023  0.638  0.461
C  -0.959  -0.355  -0.837  1.425
C  -1.902  0.227  -1.803  -0.471
O  -2.038  -0.215  -2.934  -0.542
N  -1.548  1.452  0.741  -0.590
H  -0.358  -1.692  1.726  0.480
H  -0.152  -0.259  2.488  0.183
H  -2.199  -0.459  0.869  0.247
H  0.059  -0.043  -1.038  -0.809
H  -0.968  -1.450  -1.055  -0.327
H  -2.483  1.107  -1.564  0.471
H  -0.847  2.164  0.578  0.105
H  -1.729  1.543  1.745  0.388
H  2.711  1.583  -0.206  0.193
H  1.438  0.277  0.423  0.490
O  1.751  1.599  -0.321  -0.971
H  4.137  0.470  2.459  0.329
H  2.737  0.169  2.921  0.340
O  3.485  0.768  3.099  -0.725
H  -3.790  -1.895  -1.285  0.320
H  -2.854  -2.904  -1.991  0.378
O  -3.718  -2.815  -1.563  -0.652
H  -3.586  1.200  0.637  0.379
H  -4.490  1.262  -0.681  0.310
O  -4.379  0.883  0.187  -0.705
H  -1.727  2.323  4.191  0.274
H  -0.143  2.016  3.998  0.443
O  -1.066  1.644  4.055  -0.707
H  1.359  2.521  0.617  0.383
H  1.518  4.153  0.907  0.263
O  0.905  3.430  1.115  -0.845
H  -0.495  -4.012  -1.665  0.504
H  -0.584  -3.061  -2.888  0.304
O  -0.912  -3.909  -2.578  -0.761
H  1.979  -0.126  -3.576  0.368
H  0.786  -1.079  -3.617  0.288
O  1.698  -1.022  -3.312  -0.728
H  1.769  2.188  -3.187  0.267
H  1.500  1.369  -1.902  0.482
O  1.363  1.368  -2.894  -0.702
H  2.101  -1.780  -1.755  0.495
H  2.321  -1.534  -0.247  0.363
O  2.496  -2.206  -0.954  -0.834
H  1.122  2.840  2.549  0.580
H  1.931  1.751  3.186  0.342
O  1.371  2.497  3.486  -0.881
H  0.750  -3.021  0.039  0.361
H  1.243  -3.912  -0.932  0.378
O  0.477  -3.879  -0.327  -0.794

Summary:
Charge: -1
E_LUMO, eV: 2.49
Energy above the lowest of the compared OMol25 structures with the same formula, charge and spin, kcal/mol: 88.8
HOMO energy, eV: -6.837

---

2.
A molecular structure, C37H41CaClNO6P2S3Se in a non-equilibrium geometry, computed with ωB97M-V/def2-TZVPD.

Each line ends with the Mulliken charge.
CARTESIAN COORDINATES (ANGSTROEM)
Ca  -0.486  0.745  0.764  1.509
C  -1.802  4.244  4.829  -0.616
C  -2.888  3.362  4.224  -1.014
S  -2.374  1.893  3.316  0.344
C  -1.544  0.872  4.539  -1.004
C  -0.100  1.237  4.905  -0.851
S  0.989  1.462  3.471  0.128
C  1.724  3.120  3.615  -0.358
C  0.984  4.229  4.343  -1.051
S  -0.576  4.799  3.615  -0.019
H  -1.289  3.724  5.637  0.236
H  -2.278  5.122  5.274  0.470
H  -3.442  3.930  3.474  0.358
H  -3.602  3.071  5.000  0.407
H  -1.566  -0.117  4.074  0.158
H  -2.152  0.818  5.447  0.649
H  0.301  0.426  5.517  0.511
H  -0.053  2.137  5.512  0.323
H  1.906  3.388  2.567  -0.084
H  2.696  3.000  4.099  0.480
H  1.655  5.091  4.342  0.478
H  0.803  3.994  5.394  0.484
Cl  -1.889  -1.707  -1.739  0.163
C  -1.100  -2.933  -2.688  0.346
C  -1.905  -3.796  -3.415  -0.596
C  -1.320  -4.780  -4.195  -0.497
C  0.061  -4.886  -4.246  -0.842
C  0.851  -4.014  -3.512  -0.364
C  0.292  -3.018  -2.710  -0.304
P  1.295  -1.884  -1.657  1.193
C  2.936  -2.697  -1.809  -0.360
C  3.922  -2.299  -2.708  -0.055
C  5.141  -2.963  -2.755  -0.644
C  5.386  -4.037  -1.913  -0.568
C  4.409  -4.442  -1.011  -0.744
C  3.200  -3.768  -0.954  0.075
C  1.482  -0.419  -2.710  -0.020
C  0.728  -0.180  -3.852  -0.631
C  0.898  0.984  -4.592  -0.688
C  1.911  1.863  -4.215  -0.347
C  2.670  1.631  -3.085  -0.838
C  2.338  0.589  -2.198  -0.517
H  -2.980  -3.689  -3.360  0.492
H  -1.945  -5.460  -4.761  0.356
H  0.527  -5.646  -4.860  0.404
H  1.928  -4.104  -3.564  0.394
H  3.728  -1.463  -3.370  0.332
H  5.901  -2.638  -3.454  0.423
H  6.337  -4.553  -1.953  0.357
H  4.596  -5.275  -0.345  0.419
H  2.446  -4.073  -0.236  0.355
H  0.016  -0.924  -4.191  0.329
H  0.321  1.153  -5.492  0.461
H  2.133  2.725  -4.835  0.340
H  3.473  2.306  -2.815  0.451
H  3.119  0.279  -1.515  0.425
O  -4.237  -1.251  1.878  -0.826
C  -3.322  -0.609  1.370  0.058
O  -2.080  -0.679  1.627  -0.419
C  -3.708  0.397  0.271  0.407
C  -5.047  0.701  0.058  -1.128
C  -5.367  1.537  -0.994  -0.818
C  -4.354  2.071  -1.790  0.947
C  -4.637  2.800  -3.023  -0.851
C  -3.669  3.197  -3.851  -0.837
C  -2.248  3.074  -3.469  -0.764
C  -1.913  2.363  -2.212  2.194
C  -3.033  1.782  -1.437  -1.132
N  -2.726  0.956  -0.436  1.037
H  -5.785  0.236  0.694  0.589
H  -6.401  1.764  -1.227  0.401
H  -5.679  2.944  -3.287  0.367
H  -3.908  3.638  -4.811  0.387
H  -1.498  3.095  -4.253  0.599
H  -0.947  1.873  -2.118  -0.236
C  1.299  -2.058  4.315  -1.452
P  0.967  -1.710  2.540  1.250
C  0.488  -3.383  1.962  -1.164
C  2.710  -1.613  1.967  -0.880
H  1.990  -2.897  4.428  0.461
H  0.367  -2.290  4.835  0.366
H  1.741  -1.171  4.770  0.287
H  1.236  -4.140  2.215  0.371
H  0.347  -3.348  0.881  -0.023
H  -0.471  -3.650  2.408  0.479
H  3.266  -2.531  2.176  0.378
H  3.190  -0.774  2.473  0.473
H  2.738  -1.413  0.896  -0.127
O  2.467  3.438  0.581  -0.880
Se  1.174  3.098  -0.386  0.801
O  -0.181  2.994  0.618  -0.763
O  1.285  1.352  -0.624  -0.859
O  -1.871  3.781  -2.286  -0.532

Summary:
Charge: -1
E_LUMO, eV: 2.34
Energy above the lowest of the compared OMol25 structures with the same formula, charge and spin, kcal/mol: 53.0
HOMO energy, eV: -4.656

---

3.
A molecular structure, C3H8BrMn2O in a non-equilibrium geometry, computed with ωB97M-V/def2-TZVPD.

Each line ends with the Mulliken charge.
CARTESIAN COORDINATES (ANGSTROEM)
Mn  -17.506  -12.181  3.815  1.351
Mn  -14.652  -15.929  3.582  1.342
Br  -16.186  -14.143  2.451  -0.087
C  -19.246  -11.885  0.018  -1.154
C  -19.787  -12.198  1.380  0.683
C  -19.914  -13.671  1.671  -1.297
O  -18.957  -11.576  2.470  -0.419
H  -20.022  -11.998  -0.738  0.389
H  -18.400  -12.527  -0.233  0.260
H  -18.948  -10.836  -0.042  0.390
H  -20.804  -11.816  1.493  0.259
H  -20.148  -13.863  2.724  0.359
H  -19.011  -14.217  1.376  0.263
H  -20.723  -14.121  1.097  0.372
H  -19.342  -10.715  2.705  0.288

Summary:
Charge: +3
E_LUMO (alpha / beta), eV: -14.76 / -14.81
Energy above the lowest of the compared OMol25 structures with the same formula, charge and spin, kcal/mol: 0.0
2S+1: 11
HOMO energy (alpha / beta), eV: -21.478 / -21.491

---

4.
A molecular structure, C10H9F6I2N2OPS5Zn in a non-equilibrium geometry, computed with ωB97M-V/def2-TZVPD.

Each line ends with the Mulliken charge.
CARTESIAN COORDINATES (ANGSTROEM)
Zn  -0.718  1.451  1.294  0.699
N  1.547  1.546  -3.994  -0.238
C  0.210  1.689  -4.226  0.362
O  -0.246  1.671  -5.386  -0.689
C  -0.722  1.853  -3.020  0.474
C  -2.126  1.896  -3.266  -0.470
C  -2.931  1.847  -2.176  -0.883
C  -2.401  1.917  -0.916  0.584
N  -1.086  1.908  -0.671  -0.173
C  -0.236  1.977  -1.725  -0.420
H  2.067  1.443  -4.849  0.236
H  1.972  1.519  -3.069  0.257
H  -2.531  1.838  -4.277  0.476
H  -3.971  1.773  -2.270  0.478
H  -3.018  1.946  -0.014  -0.042
H  0.808  2.265  -1.488  0.549
C  -0.468  -4.865  1.780  -0.732
S  -1.944  -3.767  2.102  0.080
C  -1.156  -2.677  3.167  -0.017
C  -0.490  -1.539  2.775  0.187
S  -0.360  -0.948  1.214  0.133
S  0.622  -0.986  4.042  0.144
C  0.097  -2.041  5.349  0.051
S  0.413  -1.862  6.945  0.024
S  -0.847  -3.362  4.739  0.129
H  -0.857  -5.656  1.146  0.344
H  -0.187  -5.294  2.753  0.315
H  0.278  -4.288  1.297  0.303
I  0.806  2.798  2.966  0.144
I  -3.288  1.424  2.380  -0.304
F  1.904  -0.267  -1.185  -0.335
P  3.022  0.613  -0.360  1.220
F  4.236  -0.142  -1.082  -0.314
F  2.948  1.741  -1.665  -0.478
F  1.696  1.411  0.319  -0.406
F  2.979  -0.482  0.901  -0.332
F  3.979  1.651  0.472  -0.356

Summary:
Charge: +1
E_LUMO (alpha / beta), eV: -8.51 / -8.49
Energy above the lowest of the compared OMol25 structures with the same formula, charge and spin, kcal/mol: 0.0
2S+1: 2
HOMO energy (alpha / beta), eV: -11.860 / -11.860

---

5.
A molecular structure, CH4CdIO in a non-equilibrium geometry, computed with ωB97M-V/def2-TZVPD.

Each line ends with the Mulliken charge.
CARTESIAN COORDINATES (ANGSTROEM)
Cd  2.330  4.833  3.194  0.866
I  -0.633  3.362  1.882  0.138
C  -0.077  -1.624  -0.935  -0.522
O  -1.265  -0.891  -1.081  -0.467
H  0.827  -1.052  -1.146  0.244
H  0.095  -1.936  0.095  0.243
H  -0.042  -2.495  -1.590  0.236
H  -1.235  -0.197  -0.418  0.262

Summary:
Charge: +1
E_LUMO, eV: -9.29
HOMO energy, eV: -12.344

---

6.
2 unconnected molecules or ions with the total composition C5H9N, computed with ωB97M-V/def2-TZVPD.

Each line ends with the Mulliken charge.
CARTESIAN COORDINATES (ANGSTROEM)
C  -1.103  1.011  1.099  -0.894
C  -2.213  -0.212  -0.781  -0.723
C  -1.531  -0.222  0.361  0.031
N  1.624  -0.616  0.440  -0.346
C  2.914  -0.607  -0.343  -0.273
C  1.592  -0.168  -0.732  -0.107
H  -1.337  1.929  0.548  0.274
H  -1.558  1.083  2.097  0.289
H  -2.502  -1.141  -1.261  0.265
H  -2.523  0.708  -1.279  0.246
H  -1.280  -1.175  0.834  0.277
H  3.610  0.154  -0.024  0.187
H  3.367  -1.567  -0.607  0.216
H  0.864  0.124  -1.480  0.308
H  -0.015  0.963  1.227  0.250

Summary:
E_LUMO, eV: 1.12
Energy above the lowest of the compared OMol25 structures with the same formula, charge and spin, kcal/mol: 70.9
SMILES string: C1=NC1.C=CC
HOMO energy, eV: -9.544